[1]
{"formula": "C3H4O2", "method": "the ωB97M-V functional and the def2-TZVPD basis", "relative_energy_kcal_mol": 43.7, "e_tot_ha": -267.12314, "homo_lumo_gap_ev": 10.9, "smiles": "O=C[C@H]1CO1", "elements": ["C", "O", "H", "H", "H", "C", "O", "H", "C"], "positions_angstrom": [[-1.045, -0.096, -0.625], [-1.053, -0.641, 0.693], [-0.706, -0.779, -1.404], [-1.887, 0.542, -0.886], [1.583, -0.930, 1.048], [1.329, -0.118, 0.332], [2.136, 0.341, -0.438], [-0.258, 1.321, 0.888], [-0.099, 0.359, 0.393]], "forces_ev_per_a": [[-0.03, 0.03, -0.23], [-0.16, -0.08, 0.13], [-0.03, 0.16, 0.15], [0.07, -0.15, 0.09], [0.00, 0.09, -0.18], [0.20, 0.17, -0.21], [-0.28, -0.20, 0.42], [0.07, -0.12, -0.15], [0.16, 0.11, -0.02]], "nbo_charge": [-0.0931, -0.4786, 0.1911, 0.1909, 0.1211, 0.4151, -0.4931, 0.2062, -0.0596]}

[2]
{"formula": "C17H11Cl8CrF3O4P", "method": "the ωB97M-V functional and the def2-TZVPD basis", "e_tot_ha": -6322.45752, "homo_lumo_gap_ev": [8.2, 8.6], "spin_multiplicity": 2, "s_squared": 0.768, "elements": ["H", "C", "F", "P", "Cl", "H", "C", "H", "Cl", "H", "C", "Cl", "Cl", "C", "C", "H", "O", "C", "F", "C", "C", "C", "Cl", "H", "H", "H", "C", "F", "H", "C", "C", "Cl", "O", "C", "Cr", "Cl", "O", "C", "H", "Cl", "O", "H", "C", "C", "C"], "positions_angstrom": [[2.158, 3.274, -2.780], [2.319, 1.500, 1.526], [4.419, 0.410, 1.176], [1.105, 1.147, -2.446], [0.522, -2.743, -2.180], [3.380, 0.769, -3.094], [-2.697, 0.731, 0.209], [-3.119, 4.120, 0.062], [-5.827, 3.845, -0.810], [-5.930, 0.998, -0.806], [0.446, 1.142, -4.110], [1.183, -5.589, -1.096], [0.212, -0.840, 2.768], [-4.625, 2.657, -0.412], [3.845, 1.611, 1.299], [1.966, 2.890, -1.057], [-1.774, -0.169, 0.518], [0.780, -3.489, 2.283], [4.455, 2.272, 2.271], [-3.984, 0.362, -0.187], [0.927, -4.291, 0.003], [0.514, -2.243, 1.745], [-4.365, -1.316, -0.295], [0.233, 0.115, -4.405], [0.562, 3.428, -2.003], [2.486, -0.755, -2.840], [2.653, 0.254, -2.465], [4.066, 2.276, 0.140], [1.162, 1.580, -4.806], [0.445, -1.947, 0.402], [0.647, -3.007, -0.465], [-0.832, 2.532, 0.832], [0.083, 0.531, -1.516], [-2.433, 2.097, 0.281], [0.009, 0.037, 0.374], [1.337, -6.106, 1.971], [1.787, 0.681, 0.678], [-3.365, 3.070, -0.016], [-0.481, 1.715, -4.134], [0.841, -3.736, 3.978], [1.783, 2.167, 2.371], [3.033, 0.196, -1.444], [-4.943, 1.311, -0.497], [1.485, 2.849, -2.035], [0.996, -4.530, 1.379]], "forces_ev_per_a": [[-0.01, 0.00, 0.01], [0.05, -0.14, -0.10], [0.05, -0.07, 0.02], [0.06, -0.03, 0.04], [0.00, 0.00, 0.04], [-0.01, -0.01, 0.00], [0.10, 0.01, -0.07], [0.00, -0.01, 0.00], [0.01, -0.01, 0.01], [0.00, 0.00, 0.00], [0.01, 0.00, -0.06], [0.00, -0.01, 0.00], [0.02, -0.18, 0.08], [-0.04, -0.02, -0.02], [-0.02, -0.03, 0.00], [-0.04, -0.01, -0.06], [-0.35, 0.01, 0.14], [0.01, -0.03, -0.08], [0.02, 0.02, 0.01], [-0.09, 0.01, -0.05], [0.00, -0.02, 0.04], [0.00, 0.08, 0.11], [-0.01, -0.02, -0.01], [0.00, 0.00, 0.02], [-0.01, 0.00, -0.01], [-0.01, -0.01, 0.00], [0.06, 0.01, -0.01], [0.05, 0.06, -0.06], [-0.02, -0.01, 0.01], [0.01, 0.12, 0.14], [-0.04, 0.10, -0.09], [-0.17, 0.11, -0.05], [-0.12, 0.11, -0.10], [0.13, 0.11, 0.07], [0.41, -0.39, -0.17], [0.00, 0.00, -0.01], [0.02, 0.16, 0.00], [0.02, 0.01, 0.00], [0.00, 0.00, 0.01], [0.00, 0.00, 0.03], [-0.13, 0.07, 0.11], [-0.01, 0.01, -0.02], [0.02, 0.00, 0.00], [0.02, 0.05, 0.04], [0.00, -0.01, 0.00]], "nbo_charge": [0.2511, 0.7047, -0.3143, 1.9767, -0.0008, 0.2501, 0.3270, 0.2447, 0.0100, 0.2457, -1.0047, 0.0575, 0.1154, -0.0301, 0.8883, 0.2705, -0.6428, -0.1308, -0.2982, -0.0822, -0.1210, 0.0521, 0.0416, 0.2646, 0.2594, 0.2675, -1.0279, -0.3372, 0.2489, -0.3454, 0.0541, 0.0964, -1.0648, -0.0978, 1.0857, 0.0646, -0.7338, -0.2488, 0.2610, 0.0662, -0.5761, 0.2836, -0.2374, -1.0203, -0.0728]}

[3]
{"formula": "C43H105N3O11", "method": "the ωB97M-V functional and the def2-TZVPD basis", "relative_energy_kcal_mol": 93.2, "e_tot_ha": -2692.87449, "homo_lumo_gap_ev": 8.2, "smiles": "CC1(C)CCCC(C)(C)N1O.CC1(C)CCCC(C)(C)N1O.CC1(C)CCCC(C)(C)N1O.CCO.CCO.CCO.CCO.CCO.CCO.CCO.CCO", "elements": ["H", "H", "H", "H", "C", "C", "H", "C", "H", "H", "C", "O", "H", "C", "H", "H", "C", "O", "H", "H", "H", "H", "C", "H", "H", "C", "O", "H", "H", "C", "H", "H", "H", "H", "H", "O", "H", "H", "C", "C", "H", "H", "H", "H", "H", "H", "H", "H", "C", "C", "H", "H", "C", "H", "H", "H", "C", "H", "C", "O", "N", "H", "H", "C", "N", "C", "H", "C", "H", "H", "C", "C", "H", "H", "O", "H", "H", "H", "H", "H", "H", "H", "H", "H", "H", "H", "C", "C", "H", "C", "H", "O", "H", "H", "O", "H", "H", "H", "H", "C", "C", "C", "C", "H", "H", "C", "H", "C", "C", "O", "N", "H", "C", "C", "H", "H", "C", "H", "H", "H", "C", "H", "H", "H", "H", "H", "H", "C", "H", "H", "C", "C", "H", "H", "H", "H", "H", "H", "H", "C", "H", "H", "O", "H", "H", "H", "H", "H", "H", "H", "H", "H", "C", "H", "H", "C", "C", "H", "O", "C", "H", "H"], "positions_angstrom": [[-4.219, -6.514, -0.980], [-7.527, -4.736, 0.243], [2.234, 7.948, -1.636], [-4.672, -9.110, 1.447], [7.622, -0.560, -2.412], [1.816, 3.493, -6.295], [10.432, -0.338, -1.201], [-4.825, -6.107, -0.170], [8.716, -1.561, 1.563], [-1.202, 5.399, 5.765], [1.706, 2.047, -6.814], [-6.877, 3.751, -5.123], [6.596, -2.428, -0.818], [0.986, -4.415, -4.611], [0.718, -2.480, -4.833], [-9.230, -6.373, 3.173], [-3.323, 4.906, 5.976], [-5.381, -6.364, 2.886], [9.227, 5.516, 2.222], [-1.445, -2.817, 6.055], [-4.011, 5.767, -3.633], [-7.295, 5.942, -1.620], [-6.353, -8.120, -0.322], [-3.609, -0.872, 7.067], [2.412, 1.399, -6.295], [8.934, -4.016, 0.583], [7.900, 5.348, 4.452], [7.062, 4.025, 3.120], [6.854, -2.725, -4.163], [-7.367, 3.233, -1.384], [9.572, -3.891, 1.457], [1.406, 3.588, -5.290], [6.035, -2.899, 6.760], [-3.806, -2.627, 7.075], [-4.057, 4.624, -2.549], [-2.572, -1.674, 4.807], [-6.683, -4.169, 1.711], [-4.327, 5.263, 5.747], [-6.313, 4.164, -0.885], [-7.091, 2.771, -2.883], [8.647, -0.514, 0.164], [-8.395, 3.548, -1.203], [7.815, 5.105, 1.163], [-6.589, 6.292, -5.067], [0.913, -0.560, 0.016], [-8.566, -8.061, 1.245], [-5.929, 1.270, -2.061], [-3.325, 3.953, 5.447], [10.712, -1.328, -1.560], [5.742, -2.093, 7.434], [7.471, 0.026, -3.319], [-5.923, 3.646, -5.128], [-3.086, -1.818, 7.204], [-3.549, -7.863, 1.720], [-1.908, -1.768, 4.119], [-5.603, 6.057, -1.386], [1.433, 1.927, 1.862], [-8.358, -4.224, 1.692], [-1.998, -1.879, 6.100], [0.442, 1.521, -6.482], [-6.169, -6.896, 1.864], [1.950, 1.879, -7.863], [-7.893, -7.454, 3.627], [-5.878, 1.851, -2.982], [8.186, -2.924, -1.518], [2.349, 8.769, -0.928], [1.543, 9.490, -1.061], [-8.147, -6.464, 3.247], [-4.312, 4.143, -4.252], [-8.627, 1.146, -2.778], [-5.443, -7.299, 0.620], [0.229, -4.438, -5.937], [4.457, 8.700, -1.237], [-5.886, -8.192, -1.304], [3.909, 10.333, -0.050], [-3.714, -8.547, 0.122], [-0.415, 1.453, 0.660], [11.778, -1.262, -1.779], [-8.366, -8.036, -1.113], [-1.381, -1.002, 6.295], [-5.756, 7.273, -3.939], [0.756, -5.301, -4.020], [-7.547, -6.441, -1.088], [-5.889, 1.174, -3.836], [8.289, 0.071, -1.825], [-3.247, 4.473, 6.974], [8.153, 5.614, 2.065], [7.292, 5.088, 3.184], [1.289, 4.167, -6.971], [9.001, -2.726, -0.316], [10.372, -2.635, -3.278], [0.849, -0.162, 0.888], [-7.261, 2.404, -0.684], [6.730, -0.725, -1.807], [6.867, -3.238, -1.256], [-6.566, -9.124, 0.047], [-6.361, 4.554, 0.132], [4.202, -0.828, 6.414], [-2.213, 5.879, 4.399], [-4.587, 4.855, -3.473], [-8.338, 1.949, -3.456], [-2.185, 5.778, 5.484], [8.393, -1.511, 0.523], [11.030, -2.378, 0.365], [7.356, 4.916, 5.115], [-7.733, -7.362, -0.536], [-1.687, 7.632, 5.811], [-6.372, 5.382, -1.763], [9.931, -1.716, -2.891], [4.069, -0.796, 8.440], [-6.990, 3.973, -3.725], [-7.768, -5.769, 3.996], [-6.145, 5.108, -3.247], [8.357, -1.914, -2.630], [-2.577, -1.849, 8.167], [10.123, -0.969, -3.661], [-8.346, -7.066, 0.860], [8.432, -3.544, -4.092], [-9.155, 2.658, -3.587], [-4.025, -5.656, 0.416], [0.650, 1.219, 0.674], [2.858, 3.779, -6.154], [3.659, -2.367, 7.261], [-5.293, -5.446, 2.621], [4.703, 10.825, -0.273], [1.244, 1.488, 2.841], [2.068, -4.422, -4.746], [4.331, -1.508, 7.256], [7.939, -4.286, 0.937], [2.508, 1.850, 1.697], [-7.497, -4.787, 1.332], [-4.281, -8.203, 0.987], [-9.336, -6.625, 0.745], [-5.537, -5.413, -0.616], [10.772, -3.431, -1.030], [-5.316, 3.730, -0.961], [-7.497, 6.800, -3.780], [2.269, 8.340, 0.071], [1.162, 1.466, -0.256], [10.471, -2.493, -0.564], [9.187, -4.822, -0.106], [8.017, 6.676, 1.864], [0.819, -3.106, -4.112], [3.961, -1.462, 9.122], [-4.971, 2.453, -2.931], [8.221, -1.929, -4.740], [-8.165, 1.495, -4.432], [-0.829, -4.386, -5.679], [5.937, -2.528, 8.415], [-0.166, 1.811, -7.165], [0.469, -3.596, -6.586], [7.305, -1.524, 0.577], [7.913, -2.599, -3.937], [0.425, -5.359, -6.487], [6.480, -1.295, 7.347], [-6.484, 6.463, -3.996], [3.668, 9.448, -1.160], [6.400, 5.712, 3.245], [-2.417, 7.051, 6.035], [-7.492, -6.209, 1.859], [1.310, 3.010, 1.894], [3.639, 10.071, -2.054]], "forces_ev_per_a": [[-0.28, -0.23, -0.35], [0.21, -0.06, 0.10], [-0.16, 0.06, -0.12], [-0.20, -0.13, 0.03], [1.32, -0.40, 0.66], [0.41, -0.50, -0.29], [-0.26, -0.14, 0.20], [0.41, -0.68, -0.08], [0.14, -0.08, 0.04], [0.03, -0.23, 0.13], [0.57, 0.04, 1.16], [0.69, -0.13, 1.44], [-1.12, 0.08, 0.39], [1.35, 1.11, -2.38], [-0.02, -0.28, -0.11], [0.00, 0.12, 0.01], [0.01, -1.83, -0.69], [0.42, 0.10, -0.45], [-0.09, -0.57, 0.06], [0.18, 0.05, 0.55], [-0.53, 0.42, -0.86], [-0.31, -0.29, -0.06], [-1.61, 1.65, 0.00], [-0.02, 0.01, 0.24], [0.15, 0.13, 0.23], [-0.70, 0.59, -1.06], [0.67, -0.24, 0.12], [-0.04, 0.00, -0.36], [-0.20, -0.15, 0.77], [0.28, -1.72, 0.16], [0.23, -0.26, -0.25], [-0.36, -0.29, -0.12], [-0.25, 0.15, -0.46], [0.05, -0.05, 0.26], [-0.39, -1.08, 0.22], [-0.81, -0.05, 0.10], [0.43, -0.12, -0.13], [0.21, 0.60, 0.37], [0.22, 1.42, -0.64], [-1.53, -0.73, -0.92], [0.23, -0.18, -0.17], [0.06, 0.56, -0.49], [0.41, -0.06, -0.21], [0.35, -0.37, -0.20], [-0.06, -0.34, 0.09], [0.24, -0.01, 0.63], [0.36, -0.45, -0.14], [0.31, -0.11, -0.66], [-0.39, -1.29, -1.07], [0.76, 0.26, -0.71], [-0.46, -0.48, -0.15], [0.50, -0.37, -1.23], [0.59, -0.27, -1.42], [-0.19, 0.68, -0.10], [0.17, -0.02, 0.16], [0.25, 0.35, -0.47], [-0.14, 0.07, -1.14], [-0.36, -0.25, -0.01], [-0.58, 0.69, -0.08], [-0.60, -0.31, -0.40], [-1.17, -1.11, -0.33], [-0.15, 0.53, -0.25], [0.00, -0.06, -0.36], [0.09, 0.29, 1.09], [2.90, -0.02, -1.76], [-0.32, -0.06, -0.18], [-0.11, -0.14, 0.03], [0.62, 0.76, -0.20], [-0.03, -0.01, 0.04], [0.01, 0.08, 0.17], [0.56, 0.88, -0.24], [-0.01, -0.95, 0.33], [0.22, 0.03, -0.06], [0.28, -0.17, 0.12], [0.09, -0.34, -0.26], [-0.16, 0.25, -0.27], [0.03, 0.23, -0.07], [0.07, -0.02, -0.10], [-0.26, 0.30, -0.02], [0.70, -0.30, 0.13], [0.04, -0.24, 0.70], [-0.61, 0.76, 0.78], [-0.12, -0.06, -0.21], [0.04, 0.26, -0.04], [-0.11, 0.09, 0.22], [0.06, 1.02, 0.46], [-0.04, 0.13, -0.51], [-0.06, 1.11, 1.14], [0.15, 0.22, 0.12], [-2.11, 0.87, 2.88], [-0.23, -0.21, 0.15], [-0.14, -0.62, -0.18], [-0.28, -0.90, -0.54], [-0.29, 0.30, -0.46], [0.09, 0.50, 0.13], [0.15, 0.04, 0.23], [-0.59, -0.60, 0.28], [0.07, -0.31, 0.00], [-0.02, -0.33, -0.24], [0.06, 0.64, 0.72], [0.54, 0.95, 0.68], [-0.78, -0.02, 0.13], [0.43, -0.41, 0.11], [-0.25, 0.05, 0.09], [0.05, 0.06, 0.14], [1.41, -0.39, 1.19], [0.03, 0.08, 0.00], [0.52, 0.59, 0.08], [-0.26, 0.61, 2.07], [-0.61, 0.92, 0.45], [-1.27, 2.11, 1.43], [-0.13, 0.17, 0.00], [1.26, 0.98, -1.03], [0.69, -0.91, -0.87], [-0.27, -0.07, 0.05], [-0.43, 0.20, 0.01], [-0.16, -0.46, -0.79], [-0.11, -0.01, 0.21], [-0.16, -0.11, 0.17], [-0.46, 0.63, 0.38], [1.62, 0.61, 1.73], [0.10, 0.20, -0.52], [-0.44, 0.11, -0.84], [0.51, 0.63, 0.26], [0.07, 0.15, 0.18], [-0.38, -0.02, -0.17], [0.24, -0.92, -0.49], [1.01, -1.46, 1.19], [-0.16, 0.43, -0.03], [0.05, -0.49, -0.18], [-0.14, 0.88, 0.66], [0.30, -1.18, 0.82], [-0.02, 0.40, -0.03], [0.13, 0.14, 0.36], [0.61, 0.04, -0.16], [0.01, -0.31, -0.08], [0.09, 0.15, 0.64], [0.19, 0.11, 0.05], [-0.39, 0.52, -0.14], [-0.21, 0.66, -1.43], [0.55, -0.26, 0.40], [-0.27, 0.07, 0.31], [-0.89, 0.34, 2.17], [0.00, 0.19, 0.21], [0.17, -0.36, -0.15], [0.26, 0.06, -0.20], [0.40, 0.18, 0.05], [-0.12, -0.04, -0.26], [-0.62, 0.11, 0.28], [-0.27, -0.04, 0.08], [0.18, 0.04, 0.08], [-0.13, -0.21, -0.01], [-0.11, 0.56, -0.60], [-0.13, -0.03, -0.10], [0.08, 0.04, -0.12], [-0.85, -1.29, -1.02], [0.01, 0.47, 0.69], [-0.63, -0.50, -0.68], [0.16, 0.82, 0.49], [-0.41, -2.75, -1.20], [-0.61, 0.03, 0.05], [0.01, -0.29, -0.34]], "lowdin_charge": [0.0766, 0.0707, 0.0728, 0.0838, -0.0158, -0.0833, 0.0910, -0.0326, 0.0799, 0.1088, -0.3293, 0.0063, 0.0560, -0.3160, 0.0709, 0.0795, -0.0949, -0.0057, 0.0770, 0.1070, 0.0729, 0.1211, -0.1197, 0.0707, 0.1040, -0.0292, -0.0954, 0.1088, 0.0789, -0.1269, 0.0807, 0.0711, 0.0657, 0.0689, 0.0691, -0.0997, 0.0797, 0.0773, -0.2058, -0.4605, 0.0595, 0.1224, 0.0711, 0.0679, 0.0789, 0.1136, 0.0850, 0.0642, -0.1519, -0.0968, 0.0859, 0.0659, -0.0801, 0.0812, 0.0751, 0.1227, -0.0782, 0.0872, -0.3130, -0.0848, -0.1199, 0.1081, 0.0874, -0.0320, -0.1374, -0.0985, 0.0757, -0.0292, 0.0693, 0.0762, -0.4964, -0.0958, 0.1052, 0.1127, -0.0897, 0.0862, 0.1014, 0.0996, 0.1033, 0.1002, 0.0777, 0.1135, 0.0875, 0.0845, 0.0571, 0.0729, -0.0920, -0.3218, 0.0682, -0.4946, 0.1074, -0.0957, 0.1101, 0.0740, 0.0063, 0.1138, 0.1200, 0.1150, 0.1050, -0.0351, -0.0286, -0.3296, -0.0195, 0.1224, 0.0749, -0.1555, 0.0802, -0.1751, -0.1059, -0.0935, -0.1245, 0.0754, -0.4389, -0.4481, 0.0707, 0.1095, -0.1484, 0.0833, 0.0781, 0.0814, -0.2929, 0.0661, 0.1033, 0.0793, 0.0738, 0.0650, 0.1018, -0.3104, 0.0747, 0.0598, -0.0288, -0.0588, 0.1128, 0.0676, 0.1187, 0.1068, 0.0768, 0.0768, 0.1038, -0.1505, 0.0844, 0.0705, -0.0944, 0.0794, 0.0603, 0.0735, 0.0683, 0.0773, 0.0679, 0.0803, 0.0710, 0.0677, -0.0577, 0.0715, 0.0694, -0.0341, -0.3244, 0.1070, -0.0840, -0.4849, 0.0582, 0.1085]}

[4]
{"formula": "C5H12N2O", "method": "the ωB97M-V functional and the def2-TZVPD basis", "relative_energy_kcal_mol": 114.9, "e_tot_ha": -382.31945, "homo_lumo_gap_ev": [8.1, 8.1], "elements": ["C", "C", "H", "H", "C", "H", "H", "H", "H", "O", "H", "N", "H", "C", "H", "C", "N", "H", "H", "H"], "positions_angstrom": [[0.638, 0.673, 0.895], [-1.145, 1.191, -1.724], [-1.000, -2.369, 1.557], [-1.642, -0.025, 0.636], [-0.680, -0.119, -1.778], [-0.605, 1.923, -2.321], [1.794, -0.283, 2.399], [-0.409, 1.794, -0.532], [1.164, 0.343, -1.717], [0.622, -0.450, -1.845], [-2.214, 1.303, -1.843], [-0.400, -1.796, 0.975], [-0.426, -2.145, 0.026], [-0.708, -0.391, 1.076], [-1.316, -0.992, -1.748], [1.886, -0.015, 1.345], [0.504, 1.815, 0.463], [2.738, 0.648, 1.203], [-0.829, -0.163, 2.139], [2.029, -0.943, 0.794]], "forces_ev_per_a": [[-2.45, -3.33, -0.19], [0.20, -1.82, -1.64], [0.04, 0.06, -0.11], [0.33, 0.03, -0.36], [0.19, 1.82, -0.04], [0.35, 0.13, 0.32], [0.14, -0.09, 0.03], [1.29, -0.07, 3.30], [-0.01, 0.05, -0.01], [-0.49, -0.03, -0.06], [-0.11, 0.02, 0.45], [-0.03, -0.14, -0.19], [0.01, -0.01, 0.05], [1.62, 1.53, 0.82], [-0.08, -0.02, 0.17], [0.19, 0.47, 0.62], [-1.01, 1.54, -3.35], [0.03, -0.01, 0.07], [-0.11, -0.17, 0.12], [-0.11, 0.06, -0.03]], "nbo_charge": [0.3050, -0.7131, 0.3638, 0.1790, 0.2773, 0.2474, 0.2256, 0.3561, 0.5011, -0.6537, 0.2382, -0.8500, 0.3529, -0.3227, 0.1852, -0.6932, -0.6670, 0.2233, 0.2028, 0.2421]}